No. 1
{"formula": "C5H7FO", "method": "ωB97M-V/def2-TZVPD", "symbols": ["O", "C", "C", "C", "C", "C", "F", "H", "H", "H", "H", "H", "H", "H"], "xyz": [[-1.41901, -1.43331, -0.51612], [-0.41435, -0.92594, 0.32700], [-0.88335, 0.51151, 0.73106], [0.05620, 1.44714, -0.00717], [1.13822, 0.82911, -0.51600], [1.00660, -0.65889, -0.31405], [1.94147, -1.22422, 0.53833], [-1.48164, -0.87927, -1.32821], [-0.39921, -1.61015, 1.15062], [-0.58780, 0.56943, 1.82267], [-1.92432, 0.76942, 0.73674], [-0.15039, 2.50979, -0.13834], [1.91840, 1.25663, -1.21858], [1.19916, -1.16126, -1.26795]], "forces_ev_per_a": [[0.077, -0.341, -1.758], [-0.920, 2.307, -1.180], [2.646, -0.010, 2.329], [0.399, -0.159, -0.533], [-0.447, 0.259, -0.504], [-0.491, -0.633, -0.284], [0.614, 0.213, 0.531], [0.086, -0.531, 0.892], [0.491, -0.275, 0.435], [-0.390, 0.370, -0.787], [-0.560, -0.316, -0.562], [0.052, -0.234, 0.143], [-1.020, -0.436, 1.284], [-0.538, -0.213, -0.005]], "nbo_charge": [-0.71, 0.08, -0.48, -0.14, -0.26, 0.14, -0.37, 0.46, 0.20, 0.22, 0.23, 0.21, 0.23, 0.17], "homo_lumo_gap_ev": 10.60, "e_lumo_ev": 0.90, "e_above_lowest_kj_mol": 52.0, "e_tot_ev": -10062.2048, "homo_energy_ev": -9.69}

No. 2
{"formula": "C4H7NO2", "method": "ωB97M-V/def2-TZVPD", "symbols": ["C", "C", "C", "N", "O", "C", "O", "H", "H", "H", "H", "H", "H", "H"], "xyz": [[0.82958, 0.67517, 1.20756], [-0.16459, 0.25976, 0.15256], [-0.02402, -1.17620, -0.32136], [0.76542, -1.32416, -1.41777], [-0.52709, -2.10170, 0.28873], [-1.47564, 0.88549, 0.03376], [-0.41770, 1.21983, -0.86909], [0.61540, 1.69357, 1.54348], [0.78592, -0.00707, 2.06132], [1.84441, 0.65065, 0.79539], [0.83910, -2.24530, -1.82290], [0.98749, -0.52424, -1.98946], [-2.30278, 0.32591, -0.40044], [-1.75550, 1.66831, 0.73821]], "forces_ev_per_a": [[0.016, -0.012, 0.030], [0.032, -0.078, 0.200], [-0.014, -0.150, 0.101], [-0.097, -0.059, -0.053], [0.212, 0.266, -0.175], [-0.264, -0.023, 0.141], [0.107, 0.084, -0.199], [0.015, -0.147, -0.045], [-0.011, 0.087, -0.103], [-0.136, -0.009, 0.064], [-0.009, 0.119, 0.049], [-0.080, -0.065, 0.085], [0.147, 0.073, 0.041], [0.082, -0.086, -0.135]], "nbo_charge": [-0.62, 0.11, 0.65, -0.82, -0.60, -0.09, -0.50, 0.22, 0.23, 0.22, 0.40, 0.41, 0.19, 0.19], "homo_lumo_gap_ev": 10.72, "e_lumo_ev": 0.90, "e_above_lowest_kj_mol": 119.5, "e_tot_ev": -9846.0412, "homo_energy_ev": -9.82}

No. 3
{"formula": "C4H8O2", "method": "ωB97M-V/def2-TZVPD", "symbols": ["C", "C", "O", "C", "C", "O", "H", "H", "H", "H", "H", "H", "H", "H"], "xyz": [[-1.79592, -0.20178, 0.38782], [-0.56535, -0.70426, -0.34664], [-0.04201, 0.25526, -1.23838], [0.96956, 0.94684, -0.53164], [1.55437, -0.14436, 0.36128], [0.45445, -1.00585, 0.59270], [-2.11141, -0.93647, 1.13433], [-2.61928, -0.02875, -0.31131], [-1.56648, 0.73550, 0.90562], [-0.79198, -1.59841, -0.94122], [1.67756, 1.35644, -1.25611], [0.55163, 1.77147, 0.06462], [1.91701, 0.23851, 1.32023], [2.36786, -0.68416, -0.14130]], "forces_ev_per_a": [[-0.055, 0.037, 0.022], [-0.336, -0.108, 0.006], [-0.014, -0.015, -0.053], [0.187, 0.163, 0.127], [0.267, 0.194, -0.050], [-0.017, -0.056, 0.028], [0.054, 0.068, -0.120], [0.129, -0.031, 0.060], [-0.020, -0.123, -0.074], [0.035, 0.091, 0.103], [-0.087, -0.075, 0.119], [0.020, -0.129, -0.084], [-0.031, -0.056, -0.132], [-0.134, 0.040, 0.047]], "nbo_charge": [-0.65, 0.38, -0.52, -0.10, -0.09, -0.53, 0.22, 0.22, 0.21, 0.16, 0.20, 0.16, 0.19, 0.17], "homo_lumo_gap_ev": 10.84, "e_lumo_ev": 1.05, "e_above_lowest_kj_mol": 118.3, "e_tot_ev": -8372.0556, "homo_energy_ev": -9.79}

No. 4
{"formula": "CH2ClI3Si", "method": "ωB97M-V/def2-TZVPD", "symbols": ["Cl", "C", "Si", "I", "I", "I", "H", "H"], "xyz": [[1.42757, 1.88872, 0.47377], [1.21424, 0.12896, 0.23588], [-0.63519, -0.27561, -0.11144], [-1.75785, -0.63874, 2.08916], [-2.32666, 1.73815, -1.65270], [-0.95450, -2.21713, -1.60542], [1.73113, -0.25504, -0.71360], [1.30127, -0.36931, 1.28436]], "forces_ev_per_a": [[0.092, -0.442, -0.151], [-1.099, -0.599, 0.041], [-1.721, 0.877, -0.640], [0.385, 0.217, -0.903], [1.522, -1.516, 1.344], [0.257, 0.536, 0.531], [-0.081, 0.452, 1.946], [0.646, 0.475, -2.169]], "nbo_charge": [0.00, -0.93, 0.90, -0.13, -0.27, -0.12, 0.27, 0.28], "homo_lumo_gap_ev": 7.44, "e_lumo_ev": -1.85, "e_above_lowest_kj_mol": 141.0, "e_tot_ev": -45773.2001, "homo_energy_ev": -9.28}

No. 5
{"formula": "C5H13NO", "method": "ωB97M-V/def2-TZVPD", "symbols": ["C", "C", "C", "C", "C", "N", "H", "H", "H", "H", "H", "H", "H", "H", "H", "H", "H", "H", "H", "O"], "xyz": [[-1.08236, -1.11084, -0.18634], [-0.28087, -0.83110, -1.47217], [1.13477, -0.25548, -1.28827], [1.47579, 0.10348, 0.11709], [0.87743, 1.19704, 0.75702], [2.46102, -0.57398, 0.71931], [-0.53945, -1.79470, 0.44728], [-2.10733, -1.37341, -0.39364], [-1.24052, -0.17889, 0.35484], [-0.20309, -1.80019, -1.98045], [-0.90494, -0.30000, -2.17645], [1.86389, -0.88358, -1.76955], [1.23362, 0.69186, -1.83413], [0.07006, 1.75634, 0.30500], [1.07044, 1.41160, 1.79244], [2.55063, -1.55249, 0.45060], [2.52273, -0.44500, 1.72246], [-3.28973, 2.12270, 0.80255], [-3.02088, 1.62691, 2.15316], [-2.59119, 2.18974, 1.47925]], "forces_ev_per_a": [[0.409, 1.517, -0.371], [-0.951, -1.477, -0.066], [-0.469, 0.936, -0.362], [1.175, -0.407, -0.615], [-0.527, -0.010, 0.294], [-1.844, -0.357, 0.536], [-0.259, -0.482, 0.297], [-0.080, -0.852, -0.211], [0.228, 0.177, 0.352], [0.360, 0.097, 0.123], [0.122, 0.769, -0.001], [0.456, -0.460, 0.285], [-0.200, -0.015, 0.020], [0.133, 0.012, -0.208], [0.266, 0.111, 0.244], [0.582, 0.315, -0.328], [0.500, 0.185, 0.061], [0.526, 0.450, -0.043], [0.620, 0.449, 0.035], [-1.048, -0.958, -0.042]], "nbo_charge": [-0.62, -0.41, -0.49, 0.33, -0.15, -0.61, 0.20, 0.25, 0.20, 0.23, 0.23, 0.25, 0.27, 0.24, 0.22, 0.43, 0.42, 0.47, 0.47, -0.94], "homo_lumo_gap_ev": [11.07, 7.63], "charge": 1, "s_squared": 0.759, "spin_multiplicity": 2, "e_lumo_ev": [-3.66, -7.10], "e_above_lowest_kj_mol": 62.5, "e_tot_ev": -8925.1032, "homo_energy_ev": [-14.73, -14.73]}

No. 6
{"formula": "C5H8O", "method": "ωB97M-V/def2-TZVPD", "symbols": ["O", "C", "C", "C", "C", "C", "H", "H", "H", "H", "H", "H", "H", "H"], "xyz": [[1.14794, 0.47090, 2.11375], [0.96512, -0.54921, 1.29665], [-0.49450, -0.58110, 0.89972], [-0.35514, -0.24396, -0.56300], [-0.11468, 1.21912, -0.79979], [-0.39007, -1.13053, -1.55393], [2.10039, 0.50466, 2.29166], [-1.13736, 0.14706, 1.42255], [-0.87454, -1.59539, 1.04735], [-1.05539, 1.54235, -1.23975], [0.72352, 1.41995, -1.47529], [0.02795, 1.79299, 0.12237], [-0.62531, -2.17520, -1.37766], [-0.16026, -0.83774, -2.57772]], "forces_ev_per_a": [[0.235, -0.098, -0.266], [-0.283, -0.135, 0.612], [0.133, -0.230, 0.065], [0.092, -0.106, -0.205], [-0.217, 0.158, -0.179], [0.054, 0.024, 0.184], [-0.163, 0.078, 0.122], [0.232, -0.153, -0.058], [0.088, 0.034, -0.090], [0.103, 0.618, -0.239], [-0.256, -0.039, 0.024], [0.049, -0.226, -0.174], [0.109, 0.088, 0.022], [-0.176, -0.012, 0.182]], "nbo_charge": [-0.66, 0.27, -0.60, 0.04, -0.67, -0.40, 0.50, 0.21, 0.24, 0.23, 0.23, 0.22, 0.20, 0.20], "homo_lumo_gap_ev": 9.41, "e_lumo_ev": 0.80, "e_above_lowest_kj_mol": 326.2, "e_tot_ev": -7358.8744, "homo_energy_ev": -8.61}

No. 7
{"formula": "C5H11NO", "method": "ωB97M-V/def2-TZVPD", "symbols": ["C", "C", "C", "N", "C", "C", "O", "H", "H", "H", "H", "H", "H", "H", "H", "H", "H", "H"], "xyz": [[-2.09708, 0.79584, 0.47720], [-0.66778, 1.05932, 0.06419], [0.36699, 1.49628, 1.03655], [0.30399, 0.11761, 0.59235], [1.36863, -0.42521, -0.23956], [0.85018, -1.47682, -1.21305], [0.86184, -2.72605, -0.52832], [-2.53330, 0.00294, -0.14134], [-2.72878, 1.68671, 0.38809], [-2.11884, 0.45694, 1.51807], [-0.52812, 1.42207, -0.95880], [0.11201, 1.68182, 2.07899], [1.16820, 2.12975, 0.64784], [2.02986, 0.34470, -0.67805], [1.96220, -1.10770, 0.37847], [-0.15844, -1.26142, -1.59332], [1.52898, -1.57599, -2.06766], [0.27947, -2.62078, 0.23835]], "forces_ev_per_a": [[-0.013, 0.001, 0.011], [-0.117, -0.032, -0.128], [0.097, 0.168, 0.155], [0.022, -0.186, 0.033], [0.105, -0.139, -0.010], [0.003, 0.087, -0.129], [-0.492, -0.216, -0.135], [0.043, 0.123, 0.068], [0.145, -0.092, -0.024], [0.007, 0.064, -0.157], [0.052, -0.148, 0.160], [-0.004, -0.048, -0.173], [-0.084, -0.211, 0.057], [-0.355, -0.133, -0.095], [0.434, 0.793, 0.310], [0.170, 0.124, 0.033], [-0.140, -0.055, 0.191], [0.128, -0.099, -0.167]], "nbo_charge": [-0.61, -0.08, -0.25, -0.43, -0.26, -0.07, -0.72, 0.21, 0.21, 0.22, 0.19, 0.20, 0.19, 0.17, 0.22, 0.17, 0.19, 0.47], "homo_lumo_gap_ev": 10.34, "e_lumo_ev": 1.14, "e_above_lowest_kj_mol": 221.7, "e_tot_ev": -8899.3994, "homo_energy_ev": -9.20}

No. 8
{"formula": "C3H8N2O2", "method": "ωB97M-V/def2-TZVPD", "symbols": ["O", "C", "O", "H", "C", "N", "C", "N", "H", "H", "H", "H", "H", "H", "H"], "xyz": [[-2.98176, -0.77313, -1.58262], [-2.78332, -1.49340, -0.66772], [-2.15077, -1.15971, 0.54051], [-3.14074, -2.53253, -0.65566], [1.44075, 1.24716, 1.39378], [0.93710, -0.89651, -0.60158], [0.63635, 0.37611, -0.69989], [1.53088, 1.34675, -0.07223], [1.32439, 0.20762, 1.70681], [0.55858, 1.77048, 1.75885], [2.31106, 1.70512, 1.84929], [1.61573, -0.37174, -1.30510], [-1.48283, -1.25228, -0.21161], [-0.28076, 0.80176, -1.13049], [2.46535, 1.02429, -0.32234]], "forces_ev_per_a": [[0.374, 0.813, -0.545], [-3.654, -1.231, 0.983], [0.395, -0.404, -3.020], [0.117, -0.132, 0.026], [-0.724, -0.121, 0.046], [-1.046, 1.619, -2.000], [-0.262, -0.392, 2.241], [0.107, 0.398, -1.133], [0.329, -0.074, 0.132], [-0.040, 0.187, -0.091], [0.116, -0.003, -0.050], [1.448, -1.708, 0.223], [3.022, 0.895, 2.520], [-0.206, 0.018, 0.466], [0.025, 0.135, 0.200]], "nbo_charge": [-0.52, 0.58, -0.67, 0.12, -0.42, -0.72, 0.30, -0.68, 0.19, 0.20, 0.21, 0.38, 0.49, 0.18, 0.35], "homo_lumo_gap_ev": 9.29, "e_lumo_ev": 0.27, "e_above_lowest_kj_mol": 615.0, "e_tot_ev": -10310.5782, "homo_energy_ev": -9.03}

Repeat the eighth record exactly.
{"formula": "C3H8N2O2", "method": "ωB97M-V/def2-TZVPD", "symbols": ["O", "C", "O", "H", "C", "N", "C", "N", "H", "H", "H", "H", "H", "H", "H"], "xyz": [[-2.98176, -0.77313, -1.58262], [-2.78332, -1.49340, -0.66772], [-2.15077, -1.15971, 0.54051], [-3.14074, -2.53253, -0.65566], [1.44075, 1.24716, 1.39378], [0.93710, -0.89651, -0.60158], [0.63635, 0.37611, -0.69989], [1.53088, 1.34675, -0.07223], [1.32439, 0.20762, 1.70681], [0.55858, 1.77048, 1.75885], [2.31106, 1.70512, 1.84929], [1.61573, -0.37174, -1.30510], [-1.48283, -1.25228, -0.21161], [-0.28076, 0.80176, -1.13049], [2.46535, 1.02429, -0.32234]], "forces_ev_per_a": [[0.374, 0.813, -0.545], [-3.654, -1.231, 0.983], [0.395, -0.404, -3.020], [0.117, -0.132, 0.026], [-0.724, -0.121, 0.046], [-1.046, 1.619, -2.000], [-0.262, -0.392, 2.241], [0.107, 0.398, -1.133], [0.329, -0.074, 0.132], [-0.040, 0.187, -0.091], [0.116, -0.003, -0.050], [1.448, -1.708, 0.223], [3.022, 0.895, 2.520], [-0.206, 0.018, 0.466], [0.025, 0.135, 0.200]], "nbo_charge": [-0.52, 0.58, -0.67, 0.12, -0.42, -0.72, 0.30, -0.68, 0.19, 0.20, 0.21, 0.38, 0.49, 0.18, 0.35], "homo_lumo_gap_ev": 9.29, "e_lumo_ev": 0.27, "e_above_lowest_kj_mol": 615.0, "e_tot_ev": -10310.5782, "homo_energy_ev": -9.03}